A cluster of 5 separate species, C37H82BF9N3O15S2 in total at a distorted geometry, computed with ωB97M-V/def2-TZVPD.

Last columns: bonded neighbours and bond lengths (Å).
Cartesian coordinates (Å):
1 C 1.79072 -6.68640 -0.18480  C2 1.590, H44 1.145, H45 1.147, H46 1.140
2 C 0.41987 -6.25683 0.49552  C1 1.590, O3 1.448, H47 1.140, H48 1.146
3 O 0.56111 -5.82044 1.86925  C2 1.448, C4 1.462
4 C 0.55911 -4.35963 1.93858  O3 1.462, C5 1.588, H49 1.144, H50 1.135
5 C -0.94097 -3.93666 2.24422  C4 1.588, O6 1.433, H51 1.146, H52 1.147
6 O -1.29784 -2.57655 1.96767  C5 1.433, C7 1.407
7 C -1.20305 -2.19371 0.61663  O6 1.407, O8 1.449, C28 1.608, H53 1.149
8 O 0.13534 -1.68231 0.40199  C7 1.449, C9 1.432
9 C 0.28935 -0.30489 0.76017  O8 1.432, C10 1.624, C18 1.574, H54 1.150
10 C 1.43691 -0.25611 1.90807  C9 1.624, C11 1.593, H55 1.141, H56 1.146
11 C 2.86133 0.18046 1.34468  C10 1.593, C12 1.612, H57 1.132, H58 1.148
12 C 3.63715 -1.14018 0.84105  C11 1.612, C13 1.596, H59 1.135, H60 1.146
13 C 5.15018 -0.82983 0.43801  C12 1.596, S14 1.864, H61 1.138, H62 1.141
14 S 5.14843 -0.61994 -1.41383  C13 1.864, O15 1.493, O16 1.496, O17 1.681
15 O 4.04701 0.28773 -1.85234  S14 1.493
16 O 4.96187 -1.96986 -2.03167  S14 1.496
17 O 6.67714 -0.07218 -1.84805  S14 1.681, H63 0.988
18 C -0.95727 0.47422 1.32265  C9 1.574, N19 1.540, H64 1.151, H65 1.145
19 N -2.31107 0.18539 0.64701  C18 1.540, C20 1.513, B24 1.545, C28 1.499
20 C -2.45378 1.34070 -0.31953  N19 1.513, C21 1.571, H66 1.148, H67 1.146
21 C -3.67153 1.35952 -1.31244  C20 1.571, C22 1.586, H68 1.150, H69 1.145
22 C -5.04266 1.97122 -0.80283  C21 1.586, N23 1.507, H70 1.150, H71 1.132
23 N -5.00617 3.45540 -0.54468  C22 1.507, H72 1.027, H73 1.033
24 B -3.22024 0.32940 1.88731  N19 1.545, O25 1.445, C26 1.607
25 O -3.32547 -0.72273 2.87163  B24 1.445, H74 0.974
26 C -3.99693 1.65951 2.34590  B24 1.607, C27 1.615, H75 1.152, H76 1.125
27 C -5.53417 1.44035 2.79042  C26 1.615, H77 1.145, H78 1.135, H79 1.133
28 C -2.29734 -1.17689 0.02204  C7 1.608, N19 1.499, N29 1.515, C30 1.622
29 N -1.85257 -1.14519 -1.42574  C28 1.515, H80 1.022, H81 1.015
30 C -3.76347 -1.84131 -0.17586  C28 1.622, C31 1.587, H82 1.148, H83 1.149
31 C -4.17004 -2.97605 0.85604  C30 1.587, C32 1.624, H84 1.131, H85 1.127
32 C -5.29253 -3.88807 0.11843  C31 1.624, F33 1.428, F34 1.400, C35 1.586
33 F -4.53554 -4.69631 -0.78359  C32 1.428
34 F -6.14823 -2.98734 -0.52758  C32 1.400
35 C -5.99456 -4.89778 1.12039  C32 1.586, F36 1.412, F37 1.411, S38 1.873
36 F -6.22978 -4.35116 2.40139  C35 1.412
37 F -5.05558 -5.92556 1.35265  C35 1.411
38 S -7.60411 -5.67266 0.55674  C35 1.873, F39 1.651, F40 1.644, F41 1.681, F42 1.679, F43 1.652
39 F -8.43196 -4.24539 0.60686  S38 1.651
40 F -7.24934 -5.55968 -1.04489  S38 1.644
41 F -6.90154 -7.19773 0.63267  S38 1.681
42 F -8.03016 -5.90163 2.16405  S38 1.679
43 F -9.02016 -6.41799 0.14774  S38 1.652
44 H 2.36334 -7.40360 0.49975  C1 1.145
45 H 1.61399 -7.27940 -1.15065  C1 1.147
46 H 2.46055 -5.81260 -0.47870  C1 1.140
47 H -0.13675 -5.51166 -0.16448  C2 1.140
48 H -0.23853 -7.19508 0.51492  C2 1.146
49 H 0.95195 -4.01802 0.92031  C4 1.144
50 H 1.30632 -3.98939 2.70907  C4 1.135
51 H -1.10008 -4.09014 3.36875  C5 1.146
52 H -1.61523 -4.72158 1.74920  C5 1.147
53 H -1.26675 -3.14338 -0.02671  C7 1.149
54 H 0.72115 0.29309 -0.12167  C9 1.150
55 H 1.10953 0.34620 2.82006  C10 1.141
56 H 1.54621 -1.33279 2.28565  C10 1.146
57 H 2.83216 0.99907 0.56269  C11 1.132
58 H 3.46555 0.55705 2.24483  C11 1.148
59 H 3.05695 -1.64826 0.00780  C12 1.135
60 H 3.68660 -1.90429 1.69418  C12 1.146
61 H 5.52869 0.13917 0.89905  C13 1.138
62 H 5.86467 -1.69508 0.64263  C13 1.141
63 H 7.26350 -0.83626 -1.62818  O17 0.988
64 H -1.00288 0.25589 2.45174  C18 1.151
65 H -0.70662 1.59033 1.27610  C18 1.145
66 H -1.50173 1.37490 -0.96098  C20 1.148
67 H -2.42352 2.36334 0.19680  C20 1.146
68 H -3.35269 2.01563 -2.20126  C21 1.150
69 H -3.92782 0.35940 -1.80783  C21 1.145
70 H -5.78926 1.84078 -1.66839  C22 1.150
71 H -5.46744 1.36402 0.05264  C22 1.132
72 H -5.35186 3.91285 -1.39613  N23 1.027
73 H -5.75225 3.61735 0.15187  N23 1.033
74 H -4.25750 -0.91699 3.07533  O25 0.974
75 H -3.46210 2.01763 3.30118  C26 1.152
76 H -3.98510 2.53906 1.64383  C26 1.125
77 H -6.05892 2.44039 2.60405  C27 1.145
78 H -5.99077 0.64751 2.11917  C27 1.135
79 H -5.65179 1.23446 3.89788  C27 1.133
80 H -1.81612 -2.09317 -1.80521  N29 1.022
81 H -1.00758 -0.60076 -1.56937  N29 1.015
82 H -4.58854 -1.04727 -0.25336  C30 1.148
83 H -3.83709 -2.35716 -1.19990  C30 1.149
84 H -4.72522 -2.53295 1.73595  C31 1.131
85 H -3.36822 -3.72081 1.12667  C31 1.127
86 C 8.85577 5.34032 -1.05561  O87 1.421, H92 1.091, H93 1.093, H94 1.094
87 O 8.04930 4.23287 -0.67780  C86 1.421, C88 1.426
88 C 8.07337 3.18663 -1.64615  O87 1.426, C89 1.523, H95 1.094, H96 1.094
89 C 8.99200 2.05169 -1.21180  C88 1.523, O90 1.424, H97 1.094, H98 1.096
90 O 10.35330 2.46827 -1.18944  C89 1.424, C91 1.419
91 C 10.80783 2.74638 0.12591  O90 1.419, H99 1.095, H100 1.092, H101 1.092
92 H 8.97215 5.98959 -0.18722  C86 1.091
93 H 9.84727 5.02510 -1.39038  C86 1.093
94 H 8.36169 5.90506 -1.85228  C86 1.094
95 H 8.36424 3.57025 -2.62890  C88 1.094
96 H 7.05212 2.80106 -1.72511  C88 1.094
97 H 8.91840 1.24111 -1.94325  C89 1.094
98 H 8.68901 1.65279 -0.23698  C89 1.096
99 H 10.96450 1.80875 0.67027  C91 1.095
100 H 10.10722 3.37842 0.67650  C91 1.092
101 H 11.76316 3.26963 0.05529  C91 1.092
102 C -10.68414 4.79052 -0.19397  O103 1.420, H108 1.090, H109 1.094, H110 1.094
103 O -10.85532 4.72941 -1.60253  C102 1.420, C104 1.424
104 C -9.71940 5.21613 -2.31075  O103 1.424, C105 1.524, H111 1.095, H112 1.094
105 C -8.86964 4.07163 -2.84846  C104 1.524, O106 1.428, H113 1.095, H114 1.095
106 O -8.26533 3.33120 -1.78770  C105 1.428, C107 1.420
107 C -8.94761 2.11310 -1.52873  O106 1.420, H115 1.095, H116 1.092, H117 1.093
108 H -11.47700 4.20450 0.27154  C102 1.090
109 H -9.71912 4.38023 0.11631  C102 1.094
110 H -10.76848 5.82724 0.14600  C102 1.094
111 H -9.12296 5.88367 -1.68058  C104 1.095
112 H -10.09601 5.80012 -3.15591  C104 1.094
113 H -8.05607 4.49077 -3.44903  C105 1.095
114 H -9.45992 3.41512 -3.49566  C105 1.095
115 H -8.72497 1.38635 -2.31729  C107 1.095
116 H -10.02796 2.25664 -1.45565  C107 1.092
117 H -8.58600 1.71458 -0.57786  C107 1.093
118 C 10.38383 2.21810 4.27353  O119 1.420, H124 1.090, H125 1.093, H126 1.095
119 O 10.00952 3.44726 3.66879  C118 1.420, C120 1.426
120 C 8.60985 3.51580 3.40357  O119 1.426, C121 1.523, H127 1.095, H128 1.095
121 C 7.89033 4.36204 4.44624  C120 1.523, O122 1.425, H129 1.095, H130 1.095
122 O 7.92101 3.74040 5.72811  C121 1.425, C123 1.420
123 C 8.89698 4.31528 6.58434  O122 1.420, H131 1.095, H132 1.093, H133 1.092
124 H 11.40156 2.31978 4.65122  C118 1.090
125 H 9.72655 1.95909 5.10776  C118 1.093
126 H 10.36459 1.41618 3.52818  C118 1.095
127 H 8.17387 2.51293 3.34442  C120 1.095
128 H 8.49284 3.99082 2.42390  C120 1.095
129 H 6.83736 4.45129 4.16011  C121 1.095
130 H 8.31231 5.37134 4.49099  C121 1.095
131 H 8.55183 5.29172 6.93974  C123 1.095
132 H 9.86378 4.42564 6.08731  C123 1.093
133 H 9.02398 3.65774 7.44657  C123 1.092
134 C 0.65430 -3.36078 -6.87704  O135 1.421, H140 1.090, H141 1.093, H142 1.094
135 O 0.40405 -1.96392 -6.79884  C134 1.421, C136 1.423
136 C -0.92928 -1.67164 -6.39509  O135 1.423, C137 1.523, H143 1.095, H144 1.094
137 C -0.98841 -1.27625 -4.92501  C136 1.523, O138 1.427, H145 1.095, H146 1.095
138 O -0.65439 -2.37545 -4.07842  C137 1.427, C139 1.422
139 C 0.67757 -2.29213 -3.58776  O138 1.422, H147 1.096, H148 1.092, H149 1.092
140 H 1.73063 -3.50971 -6.96561  C134 1.090
141 H 0.30160 -3.88739 -5.98620  C134 1.093
142 H 0.16844 -3.77608 -7.76516  C134 1.094
143 H -1.59364 -2.51717 -6.59956  C136 1.095
144 H -1.26791 -0.82472 -6.99983  C136 1.094
145 H -2.01551 -0.98569 -4.68042  C137 1.095
146 H -0.33969 -0.41695 -4.72358  C137 1.095
147 H 0.74157 -1.52408 -2.80820  C139 1.096
148 H 1.39315 -2.06901 -4.38183  C139 1.092
149 H 0.93977 -3.25603 -3.14632  C139 1.092

Computed properties:
E_LUMO   -2.73 eV
Net charge   +1
Spin multiplicity   1
Orbital gap   7.79 eV